# 1
18
Properties=species:S:1:pos:R:3 method="wB97M-V/def2-TZVPD" de_lowest_kj_mol=244.70 e_homo_ev=-9.48
C -1.35 0.87 -0.83
C -0.86 0.15 0.40
C -1.53 -1.16 0.72
C 0.06 0.68 1.21
C 2.55 0.47 -0.18
O 3.02 -0.62 -0.03
H -0.65 1.66 -1.14
H -2.32 1.33 -0.64
H -1.48 0.18 -1.67
H 0.74 -1.40 -1.55
H -2.55 -0.98 1.07
H -0.99 -1.71 1.50
H -1.60 -1.81 -0.17
H 0.48 1.67 1.02
H 0.41 0.16 2.10
H 2.81 1.33 0.47
H 1.82 0.69 -0.99
H 1.43 -1.52 -1.29

---

# 2
54
Properties=species:S:1:pos:R:3 method="wB97M-V/def2-TZVPD" total_charge=-1 e_homo_ev=-3.86
C 1.18 -1.98 5.51
C 0.90 -0.49 5.65
F 0.65 -0.03 4.25
C -0.16 -0.11 6.60
Br 0.02 1.83 6.98
P -1.82 -0.34 6.16
O -2.20 0.37 4.74
O -1.83 -1.92 5.72
S -3.23 0.10 7.42
H 0.37 -2.48 4.99
H 1.29 -2.43 6.49
H 2.09 -2.13 4.93
H 1.81 0.02 5.93
H -1.63 0.02 4.04
H -2.51 -2.06 5.06
C 1.54 0.48 1.32
C 2.43 1.64 0.96
C 2.11 2.31 -0.37
O 3.39 2.77 -0.81
C 4.34 1.98 -0.24
O 5.48 1.98 -0.55
O 3.79 1.20 0.71
H 0.49 0.78 1.24
H 1.73 -0.35 0.64
H 1.71 0.15 2.34
H 2.47 2.38 1.76
H 1.43 3.16 -0.28
H 1.72 1.60 -1.10
C 0.74 -1.59 -4.60
C 0.72 -1.38 -3.11
C 2.06 -1.48 -2.41
O 1.70 -1.96 -1.12
C 0.53 -2.64 -1.23
O 0.05 -3.32 -0.37
O -0.01 -2.44 -2.45
H 1.48 -0.94 -5.06
H 0.97 -2.63 -4.83
H -0.23 -1.35 -5.03
H 0.22 -0.44 -2.86
H 2.57 -0.52 -2.31
H 2.73 -2.20 -2.89
C -4.06 -0.05 -3.15
C -3.23 1.16 -3.46
C -3.62 1.93 -4.71
O -2.36 2.46 -5.16
C -1.38 1.66 -4.69
O -0.24 1.71 -5.02
O -1.87 0.79 -3.79
H -5.12 0.22 -3.15
H -3.89 -0.83 -3.90
H -3.81 -0.46 -2.17
H -3.17 1.84 -2.60
H -4.32 2.74 -4.54
H -4.01 1.26 -5.49

---

How do the records compare in F_max? In the order shown, they have 0.5, 0.6 eV/Å.
How do the records compare in orbital gap? In the order shown, they have 10.33, 5.53 eV.